(1)
Computed, not measured: 11 unconnected molecules or ions with the total composition C32H64Br10O10 at a distorted geometry, with wB97M-V/def2-TZVPD.

Kohn-Sham gap = 10.0 eV
SMILES = CCOC(C)=O.CCOC(C)=O.CCOC(C)=O.CCOC(C)=O.CC(C)=O.CC(C)=O.BrCCBr.BrCCBr.BrCCBr.BrCCBr.BrCCBr
molar mass = 1407.89 g/mol
net charge = 0
ΔE to the lowest compared entry with this formula, charge and spin = 0.0 kJ/mol
HOMO level = -9.916 eV

Last column: Löwdin charge in e.
Cartesian coordinates (Å):
C: 4.486 1.780 1.962  -0.06
C: 5.404 1.575 3.131  -0.23
O: 5.215 0.260 3.611  0.01
C: 6.192 -0.298 4.277  -0.63
C: 6.006 -1.801 4.424  0.04
O: 7.135 0.266 4.574  0.17
H: 3.521 1.314 2.131  0.07
H: 4.943 1.510 1.019  0.08
H: 4.261 2.859 1.910  0.09
H: 6.441 1.745 2.866  0.12
H: 5.124 2.281 3.915  0.13
H: 6.030 -2.014 5.497  0.09
H: 6.800 -2.348 3.935  0.09
H: 5.045 -2.118 4.027  0.06
C: -0.692 -0.638 1.175  -0.09
C: 0.297 0.411 1.525  -0.22
O: 0.428 1.490 0.530  0.02
C: 1.234 1.259 -0.455  -0.64
C: 1.417 2.461 -1.352  0.02
O: 1.797 0.257 -0.560  0.14
H: -0.473 -1.101 0.224  0.06
H: -1.709 -0.259 1.261  0.07
H: -0.591 -1.433 1.951  0.01
H: -0.007 0.908 2.438  0.09
H: 1.286 -0.031 1.684  0.08
H: 0.464 2.939 -1.573  0.08
H: 1.959 2.200 -2.247  0.00
H: 2.018 3.210 -0.821  0.09
C: -3.205 4.340 0.400  -0.08
C: -4.101 5.411 -0.056  -0.21
O: -3.427 6.295 -0.994  0.03
C: -2.811 7.290 -0.474  -0.73
C: -1.881 7.862 -1.418  0.02
O: -2.923 7.601 0.609  0.18
H: -3.696 3.779 1.197  0.03
H: -2.292 4.760 0.810  0.09
H: -3.003 3.633 -0.394  0.08
H: -5.018 5.060 -0.526  0.13
H: -4.452 5.993 0.805  0.12
H: -1.281 8.646 -0.987  0.09
H: -2.390 8.225 -2.311  0.10
H: -1.201 7.054 -1.719  0.10
C: 1.467 1.795 -5.244  -0.09
C: 1.036 0.857 -6.319  -0.20
O: 2.228 0.548 -7.097  -0.03
C: 2.115 -0.347 -8.097  -0.60
C: 3.433 -0.623 -8.771  0.01
O: 1.139 -0.877 -8.348  0.17
H: 2.401 1.467 -4.795  0.01
H: 0.701 1.837 -4.482  0.08
H: 1.551 2.819 -5.628  0.10
H: 0.702 -0.091 -5.877  0.13
H: 0.224 1.255 -6.916  0.12
H: 4.244 -0.200 -8.199  -0.01
H: 3.418 -0.223 -9.788  0.09
H: 3.580 -1.697 -8.880  0.09
C: -2.840 -1.849 -1.421  -0.02
C: -2.537 -2.328 -2.824  -0.47
C: -3.666 -2.913 -3.631  -0.02
O: -1.371 -2.303 -3.249  0.04
H: -3.906 -1.821 -1.206  0.07
H: -2.423 -0.845 -1.330  0.09
H: -2.292 -2.504 -0.752  0.06
H: -3.201 -3.500 -4.428  0.09
H: -4.251 -2.133 -4.105  0.09
H: -4.227 -3.592 -2.995  0.08
C: -6.167 -1.871 2.002  -0.05
C: -4.687 -2.157 2.141  -0.42
C: -4.191 -3.482 1.542  -0.04
O: -3.903 -1.317 2.645  -0.07
H: -6.384 -0.848 2.276  0.00
H: -6.739 -2.572 2.617  0.10
H: -6.460 -2.076 0.968  0.09
H: -3.116 -3.550 1.685  -0.02
H: -4.481 -3.556 0.499  0.07
H: -4.682 -4.303 2.084  0.08
Br: -0.759 -4.557 1.091  0.71
C: 0.517 -4.529 -0.373  -0.69
C: 1.584 -3.545 -0.144  -0.73
Br: 2.847 -3.698 -1.598  0.67
H: -0.054 -4.291 -1.262  0.05
H: 0.913 -5.529 -0.467  0.05
H: 2.148 -3.753 0.746  0.01
H: 1.225 -2.528 -0.130  0.03
Br: 1.523 -2.447 3.379  0.75
C: 2.299 -3.638 4.674  -0.68
C: 1.432 -4.884 4.783  -0.73
Br: 2.345 -6.196 5.856  0.66
H: 2.260 -3.079 5.599  0.06
H: 3.321 -3.912 4.445  0.04
H: 1.126 -5.272 3.811  0.04
H: 0.487 -4.685 5.290  0.03
Br: -4.436 1.480 5.788  0.67
C: -5.279 1.393 4.054  -0.71
C: -4.217 1.413 2.990  -0.69
Br: -5.047 1.160 1.270  0.76
H: -5.948 2.246 3.984  0.06
H: -5.938 0.529 3.992  0.04
H: -3.445 0.686 3.182  0.00
H: -3.792 2.412 2.980  0.05
Br: 6.123 1.580 -7.532  0.68
C: 5.935 1.483 -5.594  -0.70
C: 4.715 2.199 -5.180  -0.69
Br: 4.565 1.977 -3.253  0.73
H: 6.841 1.855 -5.146  0.05
H: 5.823 0.428 -5.411  0.05
H: 3.841 1.724 -5.600  0.00
H: 4.741 3.258 -5.352  0.06
Br: -1.155 -0.314 4.947  0.71
C: -2.403 -1.733 5.173  -0.72
C: -1.807 -2.974 4.573  -0.77
Br: -2.941 -4.477 4.905  0.69
H: -3.321 -1.446 4.665  0.02
H: -2.695 -1.886 6.208  0.06
H: -0.847 -3.180 5.057  0.01
H: -1.592 -2.905 3.516  -0.01


(2)
Computed, not measured: 8 unconnected molecules or ions with the total composition C32H64O16S5 at a distorted geometry, with wB97M-V/def2-TZVPD.

Kohn-Sham gap = 10.3 eV
SMILES = O=S1(=O)CCCC1.O=S1(=O)CCCC1.O=S1(=O)CCCC1.O=S1(=O)CCCC1.O=S1(=O)CCCC1.CCOC(C)=O.CCOC(C)=O.CCOC(C)=O
molar mass = 865.18 g/mol
net charge = 0
HOMO level = -9.913 eV

Last column: Löwdin charge in e.
Cartesian coordinates (Å):
O: -2.124 -2.353 3.445  -0.36
S: -1.205 -2.958 4.430  0.71
O: -1.727 -3.556 5.651  -0.33
C: -0.137 -4.203 3.730  -0.23
C: 1.037 -4.156 4.679  -0.21
C: 1.360 -2.628 4.770  -0.18
C: 0.034 -1.799 4.965  -0.21
H: 0.099 -3.834 2.731  0.09
H: -0.692 -5.136 3.682  0.12
H: 0.664 -4.518 5.634  0.11
H: 1.892 -4.744 4.340  0.12
H: 1.753 -2.357 3.761  0.10
H: 2.136 -2.324 5.478  0.11
H: 0.060 -0.894 4.349  0.07
H: -0.093 -1.502 6.025  0.10
O: -0.588 -3.800 0.203  -0.36
S: -1.711 -4.762 0.172  0.73
O: -1.551 -6.105 0.740  -0.34
C: -3.130 -3.919 0.821  -0.23
C: -3.653 -3.133 -0.342  -0.20
C: -2.944 -3.448 -1.723  -0.20
C: -2.309 -4.832 -1.564  -0.20
H: -2.909 -3.356 1.732  0.08
H: -3.751 -4.775 1.116  0.11
H: -4.692 -3.395 -0.533  0.11
H: -3.667 -2.070 -0.097  0.09
H: -2.121 -2.725 -1.814  0.07
H: -3.581 -3.330 -2.571  0.10
H: -1.436 -5.044 -2.200  0.09
H: -3.021 -5.659 -1.666  0.11
O: -0.121 -3.089 -3.112  -0.34
S: 1.307 -2.782 -3.134  0.69
O: 1.861 -1.498 -3.473  -0.33
C: 2.078 -3.229 -1.580  -0.25
C: 3.251 -4.066 -1.945  -0.21
C: 2.759 -4.993 -3.084  -0.19
C: 2.114 -4.064 -4.136  -0.21
H: 1.330 -3.646 -0.929  0.07
H: 2.370 -2.347 -0.998  0.09
H: 4.056 -3.415 -2.310  0.12
H: 3.665 -4.581 -1.104  0.11
H: 1.981 -5.650 -2.716  0.11
H: 3.527 -5.632 -3.526  0.11
H: 1.327 -4.493 -4.762  0.10
H: 2.875 -3.557 -4.748  0.11
O: 1.805 -1.617 1.076  -0.32
S: 1.068 -0.410 1.318  0.69
O: 1.304 0.498 2.434  -0.33
C: 1.022 0.432 -0.285  -0.22
C: -0.331 0.140 -0.927  -0.18
C: -1.275 0.124 0.300  -0.17
C: -0.632 -0.783 1.318  -0.25
H: 1.840 0.114 -0.937  0.10
H: 1.106 1.523 -0.100  0.08
H: -0.623 0.957 -1.599  0.11
H: -0.261 -0.851 -1.457  0.11
H: -2.281 -0.252 0.118  0.11
H: -1.316 1.127 0.653  0.10
H: -0.713 -1.848 1.136  0.07
H: -1.026 -0.571 2.310  0.08
O: -0.187 5.558 1.844  -0.32
S: 0.465 4.838 0.785  0.67
O: 0.014 3.545 0.306  -0.34
C: 0.562 5.945 -0.666  -0.20
C: 2.069 6.170 -0.935  -0.20
C: 2.811 5.027 -0.269  -0.24
C: 2.197 4.622 1.063  -0.22
H: 0.040 6.895 -0.469  0.11
H: 0.002 5.373 -1.397  0.07
H: 2.324 6.262 -2.004  0.12
H: 2.427 7.111 -0.447  0.13
H: 3.853 5.249 -0.174  0.11
H: 2.782 4.163 -0.945  0.11
H: 2.389 5.245 1.946  0.11
H: 2.388 3.563 1.256  0.11
C: -1.004 2.198 3.786  -0.07
C: -0.394 2.666 5.061  -0.21
O: -1.355 2.818 6.140  -0.03
C: -1.729 1.620 6.716  -0.51
C: -2.642 1.858 7.851  0.02
O: -1.336 0.530 6.370  0.09
H: -0.171 2.185 3.080  0.06
H: -1.802 2.872 3.524  0.08
H: -1.439 1.184 3.840  0.08
H: 0.313 1.904 5.434  0.12
H: 0.025 3.686 4.975  0.13
H: -3.316 2.676 7.553  0.10
H: -2.095 2.114 8.733  0.09
H: -3.145 0.922 7.997  0.09
C: 0.730 3.540 -3.590  -0.05
C: 1.778 2.571 -4.105  -0.20
O: 3.084 3.112 -3.856  -0.07
C: 3.838 3.902 -4.693  -0.52
C: 5.154 4.152 -3.956  0.01
O: 3.493 4.337 -5.744  0.12
H: -0.212 3.022 -3.561  0.06
H: 0.667 4.492 -4.170  0.10
H: 0.975 3.847 -2.576  0.04
H: 1.842 1.653 -3.498  0.12
H: 1.689 2.354 -5.180  0.13
H: 5.307 3.380 -3.221  0.07
H: 5.097 5.135 -3.406  0.10
H: 6.021 4.133 -4.644  0.09
C: -1.335 -0.136 -5.093  -0.05
C: -2.341 -0.474 -4.012  -0.18
O: -2.794 0.818 -3.461  -0.01
C: -3.662 0.642 -2.506  -0.56
C: -4.155 2.020 -1.972  0.04
O: -3.989 -0.443 -2.068  0.07
H: -1.802 0.552 -5.814  0.09
H: -1.071 -1.052 -5.633  0.08
H: -0.435 0.313 -4.685  0.06
H: -3.193 -0.985 -4.414  0.12
H: -1.965 -0.976 -3.140  0.08
H: -4.781 2.469 -2.777  0.09
H: -3.304 2.696 -1.852  0.08
H: -4.739 1.898 -1.073  0.08


(3)
Computed, not measured: 9 unconnected molecules or ions with the total composition C32H64O17 at a distorted geometry, with wB97M-V/def2-TZVPD.

Kohn-Sham gap = 9.6 eV
SMILES = COC(=O)OC.COC(=O)OC.COC(=O)OC.COC(=O)OC.C1CCOC1.C1CCOC1.C1CCOC1.C1CCOC1.C1CCOC1
molar mass = 720.85 g/mol
net charge = 0
ΔE to the lowest compared entry with this formula, charge and spin = 437.3 kJ/mol
HOMO level = -9.414 eV

Last column: Löwdin charge in e.
Cartesian coordinates (Å):
C: 6.764 5.354 7.671  -0.03
O: 6.269 6.131 6.545  -0.03
C: 4.977 6.025 6.095  -0.49
O: 4.168 5.080 6.373  0.05
O: 4.803 6.932 5.112  0.00
C: 3.627 6.758 4.353  -0.07
H: 7.621 5.826 8.151  0.09
H: 7.026 4.328 7.415  0.09
H: 5.963 5.361 8.411  0.09
H: 2.681 6.689 4.891  0.10
H: 3.689 5.874 3.719  0.10
H: 3.500 7.611 3.685  0.09
C: -2.917 -4.973 -1.154  -0.05
O: -3.734 -6.104 -1.252  0.02
C: -5.031 -5.998 -1.230  -0.55
O: -5.674 -4.918 -1.142  0.07
O: -5.559 -7.247 -1.386  -0.02
C: -6.955 -7.346 -1.738  -0.04
H: -2.927 -4.621 -0.122  0.10
H: -3.152 -4.095 -1.756  0.10
H: -1.891 -5.271 -1.370  0.10
H: -7.135 -6.505 -2.407  0.09
H: -7.663 -7.138 -0.936  0.09
H: -7.120 -8.269 -2.295  0.10
C: -4.814 1.712 -8.684  -0.04
O: -5.434 0.687 -7.935  0.00
C: -5.871 0.944 -6.700  -0.52
O: -5.825 2.027 -6.076  0.07
O: -6.312 -0.190 -6.058  -0.03
C: -6.773 -0.208 -4.670  -0.03
H: -5.236 2.692 -8.463  0.09
H: -4.984 1.541 -9.747  0.10
H: -3.758 1.694 -8.417  0.10
H: -7.318 0.725 -4.526  0.08
H: -6.005 -0.077 -3.908  0.09
H: -7.520 -0.949 -4.384  0.09
C: 1.636 -0.490 7.718  -0.05
O: 2.964 -1.010 7.640  -0.01
C: 3.222 -2.200 8.259  -0.58
O: 2.444 -2.831 8.923  0.13
O: 4.453 -2.560 7.911  -0.01
C: 4.951 -3.840 8.155  -0.05
H: 0.926 -1.254 7.404  0.09
H: 1.514 0.303 6.979  0.09
H: 1.363 -0.108 8.702  0.10
H: 4.835 -4.507 7.301  0.10
H: 4.677 -4.279 9.115  0.10
H: 6.009 -3.580 8.193  0.10
C: -2.302 7.590 -4.415  -0.18
C: -2.281 8.896 -5.157  -0.18
C: -3.111 9.882 -4.291  -0.18
O: -3.075 9.286 -3.008  -0.16
C: -2.401 8.050 -2.934  -0.20
H: -1.419 6.957 -4.506  0.11
H: -3.236 7.083 -4.658  0.11
H: -2.794 8.841 -6.118  0.11
H: -1.229 9.159 -5.275  0.11
H: -4.166 9.888 -4.565  0.11
H: -2.723 10.899 -4.342  0.11
H: -2.983 7.345 -2.341  0.12
H: -1.383 8.214 -2.580  0.11
C: -0.303 2.540 -0.095  -0.16
C: -1.503 1.677 -0.505  -0.19
C: -1.704 0.804 0.651  -0.24
O: -0.385 0.523 1.149  -0.16
C: 0.536 1.593 0.774  -0.17
H: -0.640 3.386 0.504  0.11
H: 0.265 2.984 -0.913  0.11
H: -1.169 1.015 -1.304  0.12
H: -2.436 2.150 -0.812  0.12
H: -2.308 -0.091 0.502  0.12
H: -2.143 1.314 1.508  0.12
H: 1.412 1.182 0.272  0.11
H: 0.881 2.068 1.692  0.11
C: -4.042 -5.866 4.905  -0.16
C: -3.451 -4.443 4.797  -0.16
C: -1.960 -4.665 4.806  -0.19
O: -1.856 -6.054 4.431  -0.17
C: -3.054 -6.777 4.172  -0.20
H: -5.094 -5.970 4.641  0.11
H: -4.035 -6.250 5.925  0.11
H: -3.700 -3.835 5.666  0.11
H: -3.766 -3.971 3.866  0.11
H: -1.583 -4.636 5.828  0.12
H: -1.366 -4.054 4.127  0.12
H: -2.942 -7.747 4.656  0.11
H: -3.292 -7.034 3.140  0.11
C: 5.152 -3.595 1.359  -0.21
C: 5.469 -3.391 -0.047  -0.21
C: 6.925 -3.001 0.046  -0.20
O: 6.939 -2.143 1.195  -0.13
C: 5.825 -2.409 2.034  -0.20
H: 5.566 -4.552 1.675  0.12
H: 4.073 -3.530 1.500  0.12
H: 4.889 -2.574 -0.477  0.12
H: 5.295 -4.277 -0.656  0.12
H: 7.261 -2.426 -0.817  0.12
H: 7.634 -3.822 0.152  0.12
H: 5.161 -1.566 2.228  0.12
H: 6.173 -2.801 2.989  0.11
C: 2.620 -0.471 -6.180  -0.18
C: 3.411 -1.217 -7.261  -0.19
C: 3.443 -0.224 -8.370  -0.21
O: 2.357 0.617 -8.061  -0.14
C: 1.626 0.274 -6.928  -0.24
H: 3.306 0.142 -5.596  0.12
H: 2.131 -1.092 -5.430  0.12
H: 2.904 -2.108 -7.631  0.11
H: 4.357 -1.653 -6.940  0.11
H: 3.318 -0.794 -9.290  0.13
H: 4.437 0.161 -8.144  0.12
H: 0.866 -0.349 -7.401  0.13
H: 1.127 1.147 -6.507  0.13


(4)
Computed, not measured: a molecular structure, C32H65O17S4Si2, with wB97M-V/def2-TZVPD.

Kohn-Sham gap = 6.1 eV
molar mass = 906.29 g/mol
net charge = -1
HOMO level = -4.753 eV

Last column: Löwdin charge in e.
Cartesian coordinates (Å):
C: 4.110 1.298 0.797  -0.09
C: 3.526 1.646 -0.578  -0.21
C: 1.995 1.684 -0.620  -0.25
O: 1.366 0.689 0.177  -0.17
Si: 0.898 -0.735 -0.507  0.29
O: -0.276 -0.462 -1.647  -0.11
O: 0.169 -1.544 0.735  -0.19
Si: -0.108 -3.180 0.705  0.52
C: 1.450 -4.024 1.271  -0.22
C: 1.322 -5.522 1.584  -0.25
C: 2.664 -6.086 2.069  -0.22
C: 3.710 -6.075 0.953  -0.21
C: 3.259 -6.815 -0.305  -0.22
C: 4.420 -7.280 -1.176  -0.20
C: 3.961 -7.740 -2.558  -0.17
C: 3.833 -6.648 -3.606  -0.18
O: 5.006 -5.823 -3.665  -0.05
C: 4.745 -4.467 -3.767  -0.50
C: 4.423 -3.778 -2.470  0.01
O: 4.797 -3.927 -4.839  0.12
C: -1.460 -3.463 2.006  -0.21
C: -2.675 -4.317 1.609  -0.27
C: -3.586 -3.552 0.636  -0.26
S: -5.298 -3.885 0.879  0.58
O: -6.070 -3.079 -0.021  -0.29
O: -5.508 -5.294 0.976  -0.26
O: -5.546 -3.328 2.363  -0.16
C: -0.636 -3.792 -1.001  -0.15
C: 0.454 -4.459 -1.874  -0.46
C: 0.342 -4.046 -3.327  -0.05
O: 0.355 -5.896 -1.757  -0.07
C: 2.330 -1.658 -1.361  -0.71
O: 3.273 -2.087 -0.683  -0.07
O: 2.149 -1.726 -2.608  -0.09
H: 3.416 0.692 1.376  0.07
H: 5.022 0.710 0.680  0.07
H: 4.374 2.197 1.358  0.06
H: 3.869 2.642 -0.872  0.10
H: 3.899 0.947 -1.329  0.10
H: 1.642 2.649 -0.258  0.09
H: 1.681 1.628 -1.670  0.12
H: 0.137 -0.368 -2.515  0.05
H: 1.763 -3.489 2.176  0.10
H: 2.224 -3.878 0.516  0.05
H: 0.549 -5.706 2.337  0.10
H: 1.036 -6.043 0.667  0.09
H: 2.551 -7.096 2.476  0.10
H: 3.024 -5.439 2.877  0.11
H: 3.945 -5.035 0.703  0.11
H: 4.646 -6.518 1.313  0.11
H: 2.636 -6.157 -0.917  0.09
H: 2.623 -7.662 -0.022  0.12
H: 4.952 -8.100 -0.685  0.11
H: 5.121 -6.447 -1.276  0.10
H: 4.603 -8.543 -2.929  0.11
H: 2.954 -8.164 -2.461  0.12
H: 3.709 -7.110 -4.589  0.12
H: 2.956 -6.024 -3.409  0.11
H: 4.523 -2.704 -2.587  0.08
H: 5.048 -4.144 -1.658  0.09
H: 3.378 -3.961 -2.202  0.06
H: -1.822 -2.466 2.284  0.08
H: -0.992 -3.882 2.901  0.08
H: -3.244 -4.575 2.504  0.10
H: -2.365 -5.261 1.158  0.11
H: -3.438 -2.474 0.724  0.11
H: -3.411 -3.827 -0.405  0.10
H: -5.389 -2.374 2.371  0.09
H: -1.412 -4.556 -0.875  0.07
H: -1.096 -2.975 -1.567  0.08
H: 1.456 -4.233 -1.508  0.09
H: -0.643 -4.347 -3.710  0.09
H: 1.120 -4.509 -3.934  0.08
H: 0.433 -2.964 -3.416  0.07
H: -0.316 -6.181 -2.386  0.08
C: -3.032 4.742 0.483  -0.22
C: -2.887 3.386 1.193  -0.21
C: -1.440 2.913 1.007  -0.20
S: -0.464 4.411 0.843  0.66
O: 0.102 4.484 -0.481  -0.32
O: 0.372 4.584 2.007  -0.33
C: -1.829 5.571 0.918  -0.22
H: -3.963 5.240 0.742  0.07
H: -3.012 4.600 -0.599  0.13
H: -3.103 3.510 2.257  0.12
H: -3.585 2.648 0.798  0.11
H: -1.050 2.350 1.851  0.11
H: -1.299 2.339 0.092  0.11
H: -1.608 6.414 0.267  0.11
H: -1.920 5.903 1.952  0.11
C: -9.069 6.762 0.233  -0.22
C: -8.883 5.402 0.920  -0.21
C: -7.413 5.002 0.750  -0.22
S: -6.488 6.543 0.631  0.65
O: -5.903 6.635 -0.682  -0.32
O: -5.669 6.722 1.803  -0.33
C: -7.909 7.631 0.706  -0.23
H: -10.028 7.214 0.482  0.11
H: -9.025 6.643 -0.851  0.12
H: -9.121 5.493 1.982  0.12
H: -9.541 4.643 0.500  0.11
H: -7.019 4.437 1.591  0.10
H: -7.238 4.458 -0.177  0.11
H: -7.710 8.498 0.080  0.11
H: -8.027 7.936 1.745  0.11
C: 3.086 9.102 0.782  -0.23
C: 2.159 8.277 1.685  -0.21
C: 2.460 6.794 1.434  -0.22
S: 4.186 6.723 0.929  0.66
O: 4.269 6.277 -0.437  -0.32
O: 4.986 6.096 1.950  -0.33
C: 4.474 8.496 0.954  -0.24
H: 3.077 10.159 1.045  0.11
H: 2.770 9.011 -0.259  0.12
H: 2.355 8.525 2.731  0.11
H: 1.109 8.494 1.488  0.11
H: 2.328 6.178 2.317  0.09
H: 1.864 6.393 0.618  0.09
H: 5.175 8.741 0.161  0.10
H: 4.903 8.741 1.926  0.10